[1]
# C7H18N3

A gas-phase ion, C7H18N3 (charge +1) (ωB97M-V with the def2-TZVPD basis set, the Open Molecules 2025 dataset).

XYZ file:
```
28
Properties=species:S:1:pos:R:3:forces:R:3
C 2.3883 1.3440 -0.2371 -1.144 0.931 -1.566
C 1.0765 1.7746 0.4924 3.029 -2.552 -1.016
C -2.4970 0.3824 -0.9169 -0.635 -1.952 -0.094
C 0.8157 -1.6819 1.0780 -0.522 0.216 1.111
C 0.6018 -1.2513 -1.2249 3.806 -0.074 -2.145
C -2.1048 -0.1593 0.4824 -0.839 -2.194 -1.935
C -0.9429 0.6471 0.9719 -0.340 -3.215 2.549
N 2.2927 -0.0817 0.0808 3.671 -0.224 0.310
N 0.2007 0.6715 0.1445 0.402 -0.509 -0.390
N 0.9948 -0.5929 0.0581 -1.026 0.679 -1.033
H 2.2630 1.5111 -1.3170 -0.651 -0.195 -0.102
H 3.3894 1.8998 -0.1974 -1.271 -1.308 1.559
H 1.2717 1.8046 1.5196 0.104 0.404 1.793
H 0.6620 2.6167 0.1001 -1.101 2.498 -0.869
H -1.5205 0.3959 -1.4223 -0.633 0.199 -0.394
H -3.2110 -0.3839 -1.4912 1.293 2.218 1.275
H -2.8112 1.3983 -0.7757 -0.796 0.466 -0.670
H 1.3351 -1.3676 2.0080 -0.781 -0.233 -0.525
H -0.2815 -1.8422 1.1126 0.777 0.209 0.659
H 1.2120 -2.6535 0.7381 0.281 0.797 -0.126
H 0.7829 -0.5946 -2.1558 0.016 -0.708 1.810
H 1.4079 -2.0848 -1.1752 -1.934 0.833 -1.086
H -0.4116 -1.5523 -1.3049 -0.730 -0.569 0.605
H -1.8306 -1.1856 0.1045 0.031 0.471 1.427
H -2.9093 -0.3064 1.2532 0.726 0.497 -0.860
H -1.2642 1.6122 0.9546 -0.866 2.983 0.294
H -0.7532 0.3642 2.0526 0.258 0.443 -0.895
H 3.0239 -0.6340 -0.3967 -1.124 -0.111 0.316
```
Forces are in eV/Å.

Computed properties:
SMILES string: CCCN1CCN[N+]1(C)C
Net charge: +1
HOMO-LUMO gap: 11.29 eV
Energy relative to the best compared isomer or geometry (same formula, charge and spin): 5.605 eV
E_HOMO: -0.507 Ha
LUMO: -0.092 Ha

---

[2]
# C6H13N3

A molecular structure, C6H13N3 (ωB97M-V with the def2-TZVPD basis set, the Open Molecules 2025 dataset).

XYZ file:
```
22
Properties=species:S:1:pos:R:3:forces:R:3
C 0.6363 -1.9127 2.4396 -2.453 -2.378 6.794
C -0.2338 -0.4687 0.9831 3.061 -2.855 -5.719
C -0.1720 -0.1444 -0.4717 1.469 3.079 -2.572
C 0.6602 -1.0488 -1.5178 -2.176 -0.443 0.145
C -0.4936 1.1722 -0.8293 1.854 -2.997 -1.356
C -0.2945 1.8735 -2.1600 0.419 1.513 0.357
H 1.5255 -2.4494 2.7498 -0.352 -0.647 0.037
H -0.3253 -2.4231 2.2245 0.364 -1.572 1.942
H 0.2334 -1.2629 3.3880 1.526 -0.524 -2.289
H 1.6311 -1.3022 0.7085 -1.657 -0.094 1.363
H -1.7950 0.3705 1.1462 0.401 -1.214 1.632
H 1.9669 -1.2586 -0.9525 -4.103 0.391 -2.696
H 0.5401 -0.4480 -2.7901 0.983 -2.312 4.375
H -0.2480 -2.1704 -1.5255 3.703 3.034 -0.251
H -1.2127 2.6643 -2.0058 2.507 -1.512 -1.838
H -0.3791 1.1721 -3.0158 -0.308 0.955 0.391
H 0.8498 2.4009 -2.2404 -3.400 -1.208 0.385
H -0.3792 1.9144 1.1120 -3.048 0.725 -3.800
H -1.0045 2.9987 -0.2507 0.112 -0.127 0.220
N 0.7176 -1.4269 1.2294 3.283 4.473 -4.931
N -1.1800 -0.2807 1.7316 -4.302 2.838 1.612
N -1.0433 2.0305 0.0470 2.116 0.874 6.196
```
Forces are in eV/Å.

Computed properties:
HOMO-LUMO gap: 8.40 eV
Energy relative to the best compared isomer or geometry (same formula, charge and spin): 8.280 eV
E_HOMO: -0.294 Ha
LUMO: 0.015 Ha

---

[3]
# C4H7NO

C4H7NO in the gas phase (ωB97M-V with the def2-TZVPD basis set, the Open Molecules 2025 dataset).

XYZ file:
```
13
Properties=species:S:1:pos:R:3:forces:R:3
C -0.2588 -0.8858 -0.2959 -0.131 6.358 -2.599
C -0.2099 0.6880 -0.9242 -1.501 -5.536 3.857
C 0.4945 0.9854 -2.1481 0.325 -0.457 0.789
C -0.3235 -0.5956 2.1775 -2.175 1.228 1.963
N -0.0036 -0.2950 0.8671 0.955 -0.465 -1.769
O 0.2594 1.0069 0.4663 -0.687 -0.940 -0.628
H -0.6749 -1.8457 -0.5200 -0.128 -0.307 0.247
H 1.5161 0.8445 -1.9418 1.730 0.062 -0.474
H 0.1179 0.1642 -2.6860 -0.040 -1.181 -1.331
H 0.2831 1.8282 -2.7329 -0.389 1.646 -0.260
H 0.1216 0.2205 2.6977 0.061 0.617 1.027
H -1.4312 -0.6527 2.4556 1.126 0.329 -0.737
H 0.1095 -1.4628 2.5846 0.854 -1.355 -0.085
```
Forces are in eV/Å.

Computed properties:
SMILES string: Cc1cn(C)o1
HOMO-LUMO gap (spin up / spin down): 8.20 / 8.20 eV
Energy relative to the best compared isomer or geometry (same formula, charge and spin): 6.697 eV
E_HOMO (spin up / spin down): -0.266 / -0.266 Ha
LUMO (spin up / spin down): 0.036 / 0.036 Ha

---

no.,energy (eV)
1,-12010.751
2,-10895.132
3,-7792.947